No. 1
The following is a DFT calculation (wB97M-V/def2-TZVPD) of an isolated molecule of CH2OS in a non-equilibrium geometry.

```
5
Properties=species:S:1:pos:R:3:forces:R:3:lowdin_charge:R:1
C -0.40524 0.31684 -0.03372 -1.824 2.103 -0.394 -0.753
H 1.11130 -1.30471 0.24409 -0.126 -1.501 0.153 -0.141
H -0.58897 1.42865 0.03638 0.609 -0.508 -0.006 0.085
O -1.38148 -0.36778 -0.12832 0.219 -0.995 0.284 -0.024
S 1.26438 -0.07299 -0.11843 1.122 0.902 -0.038 0.834
```
Forces are in eV/Å.

* spin multiplicity: 1
* HOMO level: -10.284 eV
* relative energy (zero: lowest compared OMol25 entry of this formula, charge and spin): 15.2 kJ/mol
* Kohn-Sham gap: 11.06 eV
* electronic energy: -512.70867 Eh

No. 2
The following is a DFT calculation (wB97M-V/def2-TZVPD) of an isolated molecule of CH2OS in a non-equilibrium geometry.

```
5
Properties=species:S:1:pos:R:3:forces:R:3:lowdin_charge:R:1
C -0.22664 0.29292 -0.06739 -0.065 2.030 0.277 -0.837
H 1.02399 -1.14023 0.28096 -0.465 -0.852 -0.188 0.104
H -0.00853 1.37799 0.04699 -0.380 -0.514 -0.395 0.074
O 0.94813 -0.29761 -0.16184 0.933 -0.041 0.182 -0.021
S -1.73694 -0.23308 -0.09872 -0.023 -0.623 0.123 0.681
```
Forces are in eV/Å.

* spin multiplicity: 1
* HOMO level: -9.188 eV
* relative energy (zero: lowest compared OMol25 entry of this formula, charge and spin): 35.4 kJ/mol
* Kohn-Sham gap: 9.45 eV
* electronic energy: -512.70096 Eh